ORCA calculation (wB97M-V/def2-TZVPD) on a structure of composition C7H15OP.

XYZ file:
```
24
Properties=species:S:1:pos:R:3:nbo_charge:R:1
C 1.85712 -0.66531 0.20124 0.553
C -0.04992 0.86189 -1.03740 -0.548
C 2.83050 0.24452 -0.57243 -0.745
C -0.00237 2.32901 -0.95195 -0.725
C -2.65296 -0.08819 0.07831 -0.931
C -0.41218 -0.36698 1.90837 -0.978
C -0.47716 -1.99827 -0.56922 -0.978
O 2.21414 -1.43289 1.02035 -0.538
P -0.57673 -0.26268 0.07218 1.375
H 3.54045 0.67052 0.15016 0.229
H 3.40297 -0.39666 -1.27242 0.246
H 2.16206 0.98457 -1.02382 0.249
H -0.86200 2.71584 -1.48127 0.253
H 0.89843 2.82211 -1.53361 0.220
H -0.06141 2.68606 0.06977 0.188
H -2.81342 -0.24562 -0.95648 0.211
H -3.05628 -0.96720 0.59063 0.213
H -3.07346 0.91825 0.35088 0.224
H -0.78799 0.66696 2.39333 0.233
H -1.19016 -1.00124 2.35471 0.250
H 0.55039 -0.44185 2.22549 0.233
H -0.21389 -1.87141 -1.68499 0.270
H 0.25801 -2.62676 0.08480 0.258
H -1.48413 -2.53469 -0.41662 0.240
```

Properties
ΔE to the lowest compared entry with this formula, charge and spin (kcal per mole): 131.5
LUMO level (alpha / beta) (Ha): -0.0180 / 0.0052
Calculated total energy (eV): -18832.0767
HOMO level (alpha / beta) (eV): -7.2 / -7.5
Frontier orbital gap (alpha / beta) (Ha): 0.245 / 0.279